DFT (the ωB97M-V functional and the def2-TZVPD basis) results for C4H3LiOSm as an isolated structure.

Last column: Mulliken spin population.
Geometry (Å):
C: -0.8421 1.7994 0.4255  0.641
C: -0.2980 0.8308 0.9659  0.354
H: 0.6870 0.2339 0.7061  0.007
Li: 2.7642 2.9026 -3.8427  -0.042
O: 3.6413 0.6920 -1.2823  0.000
C: 2.6160 1.1828 -1.5783  -0.013
C: 1.5903 1.6457 -2.2778  -0.039
Sm: 6.2484 1.9490 -1.2631  6.096
H: 1.0564 0.9432 -2.9238  -0.004
H: 0.9010 2.4099 -1.6807  -0.001

Forces on atoms 1 to 6 (eV/Å):
-0.8385 0.8388 -0.1193
3.3876 -1.9058 -1.0312
-2.5476 1.0397 1.1794
0.2214 -0.0396 0.2917
-1.5823 0.8303 0.3131
1.8171 -1.3607 -0.7215

Molar mass ... 224.37 g mol⁻¹
Lowest unoccupied orbital energy (spin up / spin down) ... -4.231 / -5.789 eV
Net charge ... +1
Spin multiplicity ... 8
DFT total energy ... -894.34923 Eh
HOMO level (spin up / spin down) ... -8.763 / -8.490 eV
⟨S²⟩ ... 15.7896



DFT (the ωB97M-V functional and the def2-TZVPD basis) results for C4H3LiOTb as an isolated structure.

Last column: Mulliken spin population.
Geometry (Å):
H: -1.4490 -0.7838 1.5709  0.002
O: 0.3650 -1.6684 1.0165  0.050
C: -0.7694 -0.9006 0.6962  0.002
C: -0.3987 0.4781 0.1574  0.083
H: -1.3780 -1.4514 -0.0613  0.000
H: -1.2958 1.1196 0.0986  -0.008
Tb: 1.9539 -0.3759 0.6564  6.968
Li: 1.0302 2.2431 -0.1313  -0.097
C: 1.5531 0.7863 -2.2130  0.013
C: 0.3885 0.5530 -1.7906  -0.015

Forces on atoms 1 to 6 (eV/Å):
0.4872 0.2774 -0.2380
0.5824 0.2852 0.4004
-0.8536 -0.5167 -1.4312
0.9781 1.2058 -1.3810
0.2995 0.2327 0.4011
0.4169 -0.3491 -0.2311

Molar mass ... 232.93 g mol⁻¹
Lowest unoccupied orbital energy (spin up / spin down) ... -1.168 / -1.062 eV
Net charge ... 0
Spin multiplicity ... 8
DFT total energy ... -1061.16010 Eh
HOMO level (spin up / spin down) ... -7.749 / -7.104 eV
⟨S²⟩ ... 15.9527



DFT (the ωB97M-V functional and the def2-TZVPD basis) results for a 2-piece molecular cluster, C4H3N overall.

Last column: Löwdin charge in e.
Geometry (Å):
C: -0.5463 0.6022 -0.9869  0.076
C: -0.2931 1.0443 0.1766  -0.171
C: 0.2998 0.3007 1.1585  0.023
C: 0.3914 -1.4388 -0.2605  -0.122
N: -0.0069 -1.3641 -1.3706  -0.051
H: -0.9158 0.6634 -1.9892  0.070
H: -0.2970 -0.1845 1.9267  0.088
H: 1.3680 0.3769 1.3455  0.088

Forces on atoms 1 to 6 (eV/Å):
0.1030 0.1380 0.4304
0.0394 -0.3936 -0.2714
-0.0954 0.2870 0.0024
-0.3816 0.0011 -1.1375
0.3678 0.0237 1.1218
0.0381 -0.0311 0.0807

Molar mass ... 65.07 g mol⁻¹
Lowest unoccupied orbital energy ... -1.702 eV
Net charge ... 0
DFT total energy ... -208.72840 Eh
HOMO level ... -9.617 eV



DFT (the ωB97M-V functional and the def2-TZVPD basis) results for a single C4H3N molecule.

Last column: Löwdin charge in e.
Geometry (Å):
C: 1.5208 0.0044 -0.0084  -0.084
C: 0.0766 -0.0011 0.0103  -0.058
C: -1.1289 -0.0250 0.0491  -0.025
C: -2.5167 -0.0181 0.0067  -0.242
N: -3.6716 0.0143 -0.0155  0.148
H: 1.9272 -0.5770 -0.8468  0.093
H: 1.8696 1.0296 -0.0931  0.085
H: 1.9231 -0.4271 0.8978  0.082

Forces on atoms 1 to 6 (eV/Å):
0.3274 -0.0431 -0.3705
-0.9681 -0.2562 0.0643
0.3046 0.0537 -0.2091
-0.2098 0.0901 0.1200
0.5855 -0.0672 -0.0153
-0.2456 0.1883 0.1163

SMILES ... CC#CC#N
Molar mass ... 65.07 g mol⁻¹
Lowest unoccupied orbital energy ... 0.669 eV
Net charge ... 0
DFT total energy ... -208.90178 Eh
HOMO level ... -10.548 eV



DFT (the ωB97M-V functional and the def2-TZVPD basis) results for a 2-piece molecular cluster, C4H3N3 overall.

Last column: Löwdin charge in e.
Geometry (Å):
N: 0.1667 -1.6130 -1.6454  -0.067
C: -0.0282 -1.3566 -2.7914  0.088
C: -0.8447 0.4513 -1.0993  -0.347
N: -1.3679 1.4814 -0.9635  0.175
C: 0.0868 1.0252 1.6491  0.002
C: 0.6635 -0.0066 1.9259  0.005
N: -0.1997 -0.6495 -0.6577  -0.017
H: -0.3750 1.9752 1.5464  0.030
H: 1.1748 -0.8562 2.3102  0.033
H: 0.7236 -0.4512 -0.2743  0.097

Forces on atoms 1 to 6 (eV/Å):
-0.7959 0.7302 -0.6867
0.2061 -1.0040 -0.9410
-0.5785 1.7862 1.4894
0.3167 -0.9323 -0.9103
1.1443 -1.3820 1.0693
-0.7767 1.8334 0.1206

Molar mass ... 93.09 g mol⁻¹
Lowest unoccupied orbital energy ... -0.757 eV
Net charge ... 0
DFT total energy ... -318.24486 Eh
HOMO level ... -10.770 eV



DFT (the ωB97M-V functional and the def2-TZVPD basis) results for a 2-piece molecular cluster, C4H3N3 overall.

Last column: Löwdin charge in e.
Geometry (Å):
N: 2.3655 0.7200 0.3139  0.042
C: 2.4310 -0.5077 0.2089  0.000
C: 0.7666 -0.7903 0.0052  -0.521
N: 0.0223 -1.7128 0.0221  0.204
C: -1.7936 -0.4479 0.0723  -0.015
C: -1.4752 0.7278 0.1405  -0.001
N: 0.7932 0.6369 -0.0149  0.059
H: -2.3595 -1.3541 0.0096  0.053
H: -1.5000 1.7889 0.2442  0.048
H: 0.7496 0.9391 -1.0018  0.132

Forces on atoms 1 to 6 (eV/Å):
-0.3007 -0.3251 -0.0914
1.0210 0.6220 0.0531
-1.2866 -0.8476 -0.0991
0.7425 0.4027 -0.0526
-0.3295 0.6449 -0.0146
-0.6852 -0.1864 -0.0050

Molar mass ... 93.09 g mol⁻¹
Lowest unoccupied orbital energy (spin up / spin down) ... -1.365 / -1.366 eV
Net charge ... 0
DFT total energy ... -318.17539 Eh
HOMO level (spin up / spin down) ... -9.465 / -9.465 eV



DFT (the ωB97M-V functional and the def2-TZVPD basis) results for a single C4H3N3O molecule.

Last column: Löwdin charge in e.
Geometry (Å):
N: 0.4962 -0.9183 2.8999  0.163
C: 0.9659 -0.6058 1.8893  -0.193
C: 1.6543 -0.2700 0.6554  -0.145
N: 1.1904 0.5533 -0.2052  0.022
N: 0.0276 1.1619 0.0956  0.022
C: -1.0895 0.8792 -0.4549  -0.070
C: -1.2402 -0.2417 -1.4691  -0.229
O: -2.3367 -0.5565 -1.8412  0.069
H: 2.6092 -0.7540 0.4260  0.116
H: -1.9772 1.4496 -0.1543  0.126
H: -0.3001 -0.6977 -1.8414  0.120

Forces on atoms 1 to 6 (eV/Å):
0.3566 0.3491 -1.0017
-0.0365 -0.3997 0.6999
0.0526 0.0050 -0.2309
-0.4663 -0.4393 0.1154
-0.4765 0.5244 0.0708
0.9158 -0.5764 -0.0327

SMILES ... N#C/C=N\N=C/C=O
Molar mass ... 109.09 g mol⁻¹
Lowest unoccupied orbital energy ... -0.906 eV
Net charge ... 0
DFT total energy ... -393.63775 Eh
HOMO level ... -10.050 eV



DFT (the ωB97M-V functional and the def2-TZVPD basis) results for a single C4H3N3O molecule.

Last column: Löwdin charge in e.
Geometry (Å):
C: 0.8940 -0.9803 -0.9245  -0.031
C: -0.6858 -0.8310 -0.7483  -0.037
C: -0.9113 0.0225 0.1676  -0.364
O: -1.8547 0.8149 0.8275  0.083
N: -1.1592 1.7600 1.3555  -0.045
N: 0.0390 1.7319 1.2598  0.142
N: 0.2313 0.4820 0.6562  -0.085
C: 1.3441 -0.0965 0.0279  -0.115
H: 1.2755 -1.5580 -1.9054  0.140
H: -1.6126 -1.2096 -1.3388  0.137
H: 2.4397 -0.1358 0.6226  0.176

Forces on atoms 1 to 6 (eV/Å):
-3.8089 0.0704 -1.4577
-0.3350 -4.5140 -5.7749
-0.3000 2.7948 3.1896
-0.9053 -3.0124 -2.2989
-2.4051 5.4299 2.9781
1.8140 -2.4318 -0.3217

SMILES ... c1cc2onnn2c1
Molar mass ... 109.09 g mol⁻¹
Lowest unoccupied orbital energy ... 0.965 eV
Net charge ... 0
DFT total energy ... -393.53359 Eh
HOMO level ... -9.201 eV